Computed, not measured: C32H31BrCoN6O5Se as an isolated structure in a non-equilibrium geometry, with ωB97M-V/def2-TZVPD.

Geometry as XYZ:
```
77
Properties=species:S:1:pos:R:3
Co 0.302 0.395 0.269
C 0.607 4.060 -0.477
C -0.056 3.569 -1.726
C 0.045 4.331 -2.883
C -0.580 3.947 -4.057
C -1.283 2.758 -4.096
C -1.394 1.952 -2.974
C -2.120 0.649 -3.099
C -0.803 2.380 -1.765
N -1.039 1.589 -0.623
C -2.260 1.479 -0.196
C -3.356 2.426 -0.554
C -2.593 0.380 0.701
C -4.026 0.113 1.024
N -1.634 -0.380 1.094
C -1.789 -1.367 2.053
C -2.069 -0.999 3.387
C -2.303 0.426 3.781
C -2.114 -1.994 4.349
C -1.916 -3.323 4.018
C -1.667 -3.676 2.702
C -1.593 -2.717 1.706
C -1.361 -3.104 0.284
H 0.758 5.136 -0.525
H 1.590 3.598 -0.385
H 0.022 3.829 0.411
H 0.608 5.251 -2.852
H -0.519 4.571 -4.935
H -1.767 2.446 -5.009
H -1.918 0.228 -4.080
H -3.197 0.788 -3.016
H -1.802 -0.074 -2.353
H -2.993 3.248 -1.164
H -3.784 2.830 0.363
H -4.155 1.917 -1.091
H -4.588 -0.020 0.101
H -4.470 0.948 1.560
H -4.127 -0.789 1.623
H -1.846 1.123 3.083
H -1.892 0.604 4.772
H -3.372 0.631 3.829
H -2.321 -1.718 5.372
H -1.971 -4.083 4.782
H -1.531 -4.714 2.443
H -1.535 -4.167 0.142
H -0.332 -2.885 -0.004
H -2.008 -2.553 -0.395
Se 5.064 -2.280 -0.226
N 4.653 -2.842 1.360
C 3.508 -2.335 1.800
C 2.994 -2.598 3.072
C 1.825 -1.956 3.422
C 1.190 -1.129 2.517
N 1.626 -0.884 1.262
C 2.787 -1.446 0.915
N 3.472 -1.271 -0.234
H 3.538 -3.255 3.729
H 1.386 -2.084 4.396
H 0.288 -0.618 2.808
Br 6.607 -0.273 -3.911
C 4.899 -0.725 -3.207
C 4.102 -1.643 -3.913
C 2.798 -1.874 -3.481
C 2.297 -1.274 -2.356
C 3.167 -0.480 -1.436
C 4.483 -0.143 -2.047
C 0.856 -1.455 -2.007
O 0.201 -2.341 -2.515
O 0.374 -0.584 -1.180
H 4.479 -2.112 -4.805
H 2.131 -2.490 -4.067
H 2.650 0.431 -1.098
H 5.094 0.580 -1.527
O 1.804 2.725 2.711
N 1.452 2.038 1.811
O 2.141 1.758 0.821
O 0.283 1.522 1.794
```

Properties
Frontier orbital gap (spin up / spin down): 5.017 / 5.474 eV
Spin multiplicity: 5
LUMO (spin up / spin down): -5.58 / -5.61 eV
Energy above the lowest of the compared OMol25 structures with the same formula, charge and spin: 177.6 kJ/mol
<S²>: 6.05
Total charge: +1

Mulliken population analysis, charges in e, atoms 1 to 8: 0.77 -1.54 1.08 -0.99 -0.93 -0.93 1.96 -1.50